{"formula": "C4H9NO", "method": "wB97M-V/def2-TZVPD", "species": ["N", "C", "C", "C", "C", "H", "H", "H", "H", "H", "H", "H", "H", "H", "O"], "positions_angstrom": [[-1.7640, -0.4072, 1.4760], [-0.6026, 0.3921, 1.4136], [0.1378, 0.4606, 0.3063], [1.4809, 1.0441, 0.1514], [2.2574, 0.9915, -0.9180], [-2.6000, 0.0382, 1.8669], [-1.9184, -1.0664, 0.7128], [-0.3216, 0.8511, 2.4411], [-0.3212, 0.0045, -0.6329], [1.8282, 1.5803, 1.0217], [3.2094, 1.3957, -0.8578], [1.8850, 0.4609, -1.8119], [-1.4741, -1.5923, -2.3011], [-0.4368, -2.0160, -1.3117], [-1.3601, -2.1372, -1.5565]], "atomic_forces_ev_per_a": [[2.0, 2.3, -0.8], [-3.2, -1.3, 4.4], [2.7, -0.3, -4.4], [-2.8, 0.0, 2.5], [-1.7, -1.6, -1.7], [0.4, -0.7, 0.5], [-0.1, 0.3, -0.1], [-0.6, -0.4, -2.1], [0.7, 0.5, 1.3], [0.2, 0.0, 0.2], [1.7, 0.7, -0.3], [0.6, 0.5, 0.3], [-0.4, 1.0, -1.7], [0.1, -0.4, -0.1], [0.4, -0.6, 2.0]], "mulliken_charge": [-0.31, 0.01, -0.01, -0.02, -0.72, 0.30, 0.28, 0.33, 0.26, 0.29, 0.32, 0.23, 0.33, 0.34, -0.64], "e_tot_ev": -7822.2871, "e_above_lowest_kj_mol": 97.2, "spin_multiplicity": 2, "total_charge": 1}